No. 1
12
Properties=species:S:1:pos:R:3 method="wB97M-V/def2-TZVPD" total_energy_ha=-231.427552 gap_ev=10.680
C -2.16318 -0.51681 -0.71757
O -1.23235 -0.02579 0.22793
H -1.59111 -1.11232 -1.41889
H -2.98748 -1.01474 -0.22600
H -2.68565 0.25022 -1.30731
H -1.66656 0.37072 0.98769
C 1.80280 0.50591 0.64454
O 2.63364 0.26890 -0.50463
H 2.21480 0.12056 1.57607
H 1.77187 1.58854 0.66423
H 0.79161 0.12718 0.48325
H 3.11162 -0.56237 -0.40930

No. 2
12
Properties=species:S:1:pos:R:3 method="wB97M-V/def2-TZVPD" total_energy_ha=-231.396799 gap_ev=10.819
C 1.77479 0.20788 0.66813
O 2.24148 -0.24321 1.85520
H 2.54916 0.86452 0.21134
H 1.49391 -0.65262 0.11665
H 0.80317 0.69057 0.86531
H 1.52316 -0.93364 2.10894
C -1.45597 -0.28969 -1.50135
O -2.52607 0.31654 -0.94104
H -0.51173 0.13667 -1.23505
H -1.36410 -0.15688 -2.56783
H -1.61479 -1.32811 -1.00123
H -2.51497 1.28371 -0.81209

No. 3
12
Properties=species:S:1:pos:R:3 method="wB97M-V/def2-TZVPD" total_energy_ha=-231.431068 gap_ev=11.050
C 1.61497 -0.77841 -1.32055
C 0.30436 -0.71374 -1.46635
H 2.28805 -0.21391 -1.96204
H 2.10000 -1.52301 -0.69658
H -0.19630 0.09064 -1.99412
H -0.39402 -1.44615 -1.07329
O 0.21434 2.63590 1.36698
H -0.41471 2.31551 2.01890
H 0.57551 1.85818 0.93004
O -1.83297 -1.02547 1.64625
H -2.76974 -0.79127 1.57971
H -1.48950 -0.40827 0.97105

No. 4
15
Properties=species:S:1:pos:R:3 method="wB97M-V/def2-TZVPD" total_energy_ha=-1312.245680 gap_ev=9.141
O -0.55258 2.62570 -1.29000
S -0.91199 1.41284 -0.57610
O -2.38752 0.70661 -1.16388
P 0.14359 -0.15104 -1.75463
P -0.83178 -1.78250 -0.72134
H -3.19032 1.21546 -0.90574
H 1.20010 -0.08176 -0.95343
H 0.44740 -2.68476 -0.84888
H -1.48108 -2.30928 -1.94406
C 1.90217 -0.00583 1.47760
C 0.66483 0.34436 1.94348
H 2.72846 0.62514 1.18129
H 2.19998 -0.94452 1.27101
H 0.24665 1.29385 2.01310
H -0.17791 -0.26426 2.27159